Entry i
CH5PS in the gas phase. Source: OMol25; level of theory: the ωB97M-V functional and the def2-TZVPD basis.

Structure (XYZ):
```
8
Properties=species:S:1:pos:R:3:nbo_charge:R:1
C 0.35854 -0.65144 0.07350 -0.925
P -1.31099 0.36989 -0.08836 0.817
S -3.13704 -0.16417 0.04314 -0.509
H 1.29226 -0.00454 0.09879 0.244
H 0.60165 -1.45622 -0.74951 0.244
H 0.40988 -1.23964 0.98925 0.237
H -0.91493 1.13631 -1.16599 -0.053
H -0.89604 1.38521 0.78043 -0.054
```

HOMO, eV: -9.14
Molecular weight, g/mol: 80.09
SMILES string: C[PH2]=S
Kohn-Sham gap, eV: 9.96
Charge: 0
LUMO level, eV: 0.817

Entry ii
2 unconnected molecules or ions with the total composition CH5PS. Source: OMol25; level of theory: the ωB97M-V functional and the def2-TZVPD basis.

Structure (XYZ):
```
8
Properties=species:S:1:pos:R:3:nbo_charge:R:1
C -0.23417 -1.10176 1.26332 -0.895
P 0.02632 1.39642 -2.15462 0.416
S 1.78966 1.79232 -2.45241 -0.324
H -0.02297 -0.54974 2.19317 0.237
H -0.98910 -1.34886 1.77892 0.209
H -0.41662 -0.78705 0.15128 0.233
H 0.23939 -2.13405 1.33524 0.214
H -0.39251 2.73271 -2.11490 -0.089
```

HOMO, eV: -8.81
Molecular weight, g/mol: 80.09
SMILES string: P=S.C
Kohn-Sham gap, eV: 7.59
Charge: 0
LUMO level, eV: -1.228

Entry iii
CH5PS in the gas phase. Source: OMol25; level of theory: the ωB97M-V functional and the def2-TZVPD basis.

Structure (XYZ):
```
8
Properties=species:S:1:pos:R:3:nbo_charge:R:1
C 0.53512 0.84306 -0.66625 -0.883
P 0.40090 -0.32499 0.88654 0.421
S -1.64704 -0.45952 0.86492 -0.316
H 1.39522 1.48995 -0.50835 0.226
H -0.27168 1.46270 -0.75192 0.217
H 0.65369 0.01702 -1.47880 0.244
H 0.54424 -1.60152 -0.16414 -0.053
H -1.61043 -1.42671 1.81800 0.144
```

HOMO, eV: -8.69
Molecular weight, g/mol: 80.09
SMILES string: CPS
Kohn-Sham gap, eV: 9.42
Charge: 0
LUMO level, eV: 0.726

Which is the most stable structure? entry i is the most stable.

Entry i
2 unconnected molecules or ions with the total composition C4H11N2. Source: OMol25; level of theory: the ωB97M-V functional and the def2-TZVPD basis.

Structure (XYZ):
```
17
Properties=species:S:1:pos:R:3:nbo_charge:R:1
C 0.14276 2.07381 1.58788 -0.737
C -0.50506 0.89055 1.03397 0.279
C 0.00492 -0.41538 1.22491 -0.393
C 0.12266 -1.48064 0.39593 0.264
N 0.46371 -2.79361 0.71934 -0.778
N -0.11486 0.67816 -3.25808 -0.301
H 0.63891 1.67188 2.48904 0.282
H -0.54192 2.85078 1.91197 0.293
H -1.42013 0.92101 0.43452 0.215
H -1.03634 0.24941 -3.11641 0.424
H 0.44948 -0.57967 2.21825 0.289
H -0.34388 -1.34447 -0.59624 0.142
H 0.81863 -3.16498 -0.15814 0.391
H -0.38732 -3.35293 0.80411 0.437
H 0.23259 0.94896 -4.19242 0.462
H 0.97880 2.42864 0.98345 0.317
H 0.49704 0.41848 -2.48208 0.412
```

HOMO (alpha / beta), eV: -18.13 / -18.13
2S+1: 2
Molecular weight, g/mol: 87.15
Kohn-Sham gap (alpha / beta), eV: 7.93 / 4.62
Charge: +2
LUMO level (alpha / beta), eV: -10.204 / -13.511
⟨S²⟩: 0.7537

Entry ii
A gas-phase ion, C4H11N2 (charge +2). Source: OMol25; level of theory: the ωB97M-V functional and the def2-TZVPD basis.

Structure (XYZ):
```
17
Properties=species:S:1:pos:R:3:nbo_charge:R:1
C 0.17614 -0.50016 -2.58739 -0.463
C -0.03411 0.50299 -1.36716 -0.347
C 0.91704 0.41439 -0.22264 -0.257
N 0.41430 -0.13798 1.11175 -0.425
C -0.70192 0.18818 1.82363 0.482
N -1.07199 -0.37063 3.01000 -0.755
H 0.31652 -1.47586 -2.10716 0.292
H 1.01387 -0.27653 -3.27804 0.301
H -0.75631 -0.37433 -3.11303 0.310
H -1.01305 0.52006 -0.90690 0.259
H 0.02344 1.53136 -1.81047 0.373
H 1.37387 1.35804 0.11364 0.346
H 1.68714 -0.36562 -0.48137 0.299
H 1.08400 -0.68974 1.62769 0.451
H -1.29377 0.83936 1.23187 0.210
H -1.20647 -1.33525 3.09477 0.453
H -0.92869 0.17172 3.86080 0.472
```

HOMO (alpha / beta), eV: -20.12 / -19.30
2S+1: 2
Molecular weight, g/mol: 87.15
Kohn-Sham gap (alpha / beta), eV: 10.46 / 4.02
Charge: +2
LUMO level (alpha / beta), eV: -9.662 / -15.279
⟨S²⟩: 0.7587

Which is the most stable structure? entry i is the most stable.

Entry i
C4H2BrNS in the gas phase. Source: OMol25; level of theory: the ωB97M-V functional and the def2-TZVPD basis.

Structure (XYZ):
```
9
Properties=species:S:1:pos:R:3:nbo_charge:R:1
C 1.41689 -0.93097 1.59249 -0.130
C 1.03129 -0.63333 0.48700 -0.098
C -1.85780 1.44193 -0.13631 0.052
C 0.42362 -0.41238 -0.79724 -0.335
N -2.93174 1.55035 0.24620 -0.301
S -0.24694 1.61096 -0.79878 0.200
Br -1.15024 -1.46067 -1.28674 0.122
H 2.16894 -0.86041 2.30609 0.237
H 1.14598 -0.30549 -1.61270 0.254
```

HOMO, eV: -10.02
Molecular weight, g/mol: 176.04
SMILES string: C#C[C@@H](Br)SC#N
Kohn-Sham gap, eV: 9.21
Charge: 0
LUMO level, eV: -0.807

Entry ii
C4H2BrNS in the gas phase. Source: OMol25; level of theory: the ωB97M-V functional and the def2-TZVPD basis.

Structure (XYZ):
```
9
Properties=species:S:1:pos:R:3:nbo_charge:R:1
C 1.20410 0.40218 -0.70954 -0.074
C 0.21639 0.87009 0.01542 -0.019
C 0.47038 -1.69389 -0.25686 0.230
C -0.88374 0.71337 0.71282 -0.305
N 1.28650 -0.99945 -0.82479 -0.477
S -0.74950 -2.08341 0.60550 0.138
Br -2.59666 1.03008 -0.11687 0.043
H 1.99116 0.93393 -1.20861 0.228
H -0.93863 0.82710 1.78293 0.236
```

HOMO, eV: -9.12
Molecular weight, g/mol: 176.04
Kohn-Sham gap, eV: 9.06
Charge: 0
LUMO level, eV: -0.066

Entry iii
C4H2BrNS in the gas phase. Source: OMol25; level of theory: the ωB97M-V functional and the def2-TZVPD basis.

Structure (XYZ):
```
9
Properties=species:S:1:pos:R:3:nbo_charge:R:1
C -0.19426 0.65395 -1.12915 -0.274
C 0.25499 -0.30982 -0.11369 0.150
C -0.56519 -1.19032 0.68653 -0.261
C 0.14441 -0.43725 1.61851 0.138
N 1.24322 -0.13250 0.86616 -0.595
S 0.89740 1.72753 -1.76697 0.095
Br -2.35543 -1.71457 0.46959 0.134
H -1.13949 0.64364 -1.42611 0.202
H 1.71435 0.75936 0.79514 0.410
```

HOMO, eV: -9.06
Molecular weight, g/mol: 176.04
SMILES string: S=C[C@]12NC1=C2Br
Kohn-Sham gap, eV: 7.00
Charge: 0
LUMO level, eV: -2.066

Which is the most stable structure? entry ii is the most stable.